Here is a structure of composition C14H40CuN7O3P2 from OMol25. Energies are from the ωB97M-V functional and the def2-TZVPD basis.

Geometry as XYZ:
```
67
Properties=species:S:1:pos:R:3:lowdin_charge:R:1
Cu 1.51189 0.34088 -0.51823 0.285
N 0.83115 2.91712 2.95830 0.246
C 1.58271 2.54179 1.69258 -0.303
C 3.06152 2.40432 2.00822 -0.088
C 3.85059 2.04529 0.74322 -0.336
N 3.51904 0.66381 0.34736 0.053
C 3.55457 3.03480 -0.38711 -0.087
C 2.07686 3.32413 -0.65216 -0.323
N 1.41931 2.20733 -1.36294 0.042
C 1.31539 3.60564 0.64712 -0.089
H 0.97005 2.22386 3.69712 0.174
H -0.17394 2.98285 2.77703 0.177
H 1.14421 3.82220 3.32063 0.179
H 1.14357 1.58938 1.39163 0.092
H 3.23094 1.64517 2.77760 0.133
H 3.44380 3.35340 2.39902 0.141
H 4.91340 2.13220 0.98692 0.152
H 3.76836 0.01310 1.08645 0.110
H 4.08090 0.38774 -0.45326 0.110
H 4.03420 2.69302 -1.30786 0.133
H 4.03829 3.98209 -0.13682 0.137
H 2.00924 4.23391 -1.25502 0.153
H 1.77849 2.14978 -2.31174 0.113
H 0.42256 2.39338 -1.44664 0.097
H 0.24424 3.67447 0.43715 0.132
H 1.63900 4.58098 1.02681 0.142
C -4.23075 -0.88956 -0.45206 -0.084
N -3.26199 0.02499 0.14614 -0.303
C -3.81701 1.31576 0.54608 -0.074
P -1.71290 -0.30785 0.50444 0.474
O -0.73162 0.77410 0.21294 -0.292
O -1.43852 -1.62498 -0.39426 -0.252
P -0.12355 -2.06712 -1.22484 0.484
O 1.11571 -1.60064 -0.51741 -0.297
N -0.12396 -3.68473 -1.32633 -0.290
C 0.47552 -4.50185 -0.27070 -0.071
C -1.15751 -4.37794 -2.09632 -0.070
N -0.39090 -1.45584 -2.70643 -0.297
C 0.70466 -1.53850 -3.67052 -0.073
C -1.50023 -0.60318 -3.10835 -0.064
N -1.61932 -0.78307 2.07480 -0.288
C -2.62041 -1.71267 2.59678 -0.071
C -0.30976 -0.95623 2.69073 -0.089
H -5.06758 -1.05364 0.23093 0.093
H -3.77293 -1.84880 -0.67393 0.078
H -4.62418 -0.46530 -1.37822 0.095
H -4.67267 1.17234 1.20922 0.095
H -4.14333 1.87300 -0.33377 0.096
H -3.06565 1.90452 1.06879 0.069
H 1.27040 -3.94772 0.22044 0.076
H 0.89956 -5.40015 -0.71840 0.095
H -0.27342 -4.80387 0.46718 0.091
H -1.48286 -3.76415 -2.93308 0.081
H -2.02243 -4.62361 -1.47375 0.092
H -0.74279 -5.30445 -2.49221 0.096
H 1.41501 -2.31031 -3.37803 0.091
H 1.23600 -0.58492 -3.74575 0.082
H 0.30980 -1.79403 -4.65430 0.097
H -2.36664 -0.76604 -2.47471 0.061
H -1.77934 -0.84609 -4.13420 0.099
H -1.23079 0.45706 -3.06667 0.088
H -3.60074 -1.47953 2.18799 0.076
H -2.67502 -1.61045 3.68024 0.095
H -2.37465 -2.75224 2.35620 0.095
H 0.38321 -0.20489 2.31820 0.049
H 0.12414 -1.93801 2.47396 0.096
H -0.41086 -0.86203 3.77379 0.092
```

Properties
- Energy relative to the best compared isomer or geometry (same formula, charge and spin): 27.41 kJ/mol
- Spin multiplicity: 1
- HOMO: -13.317 eV
- Gap between HOMO and LUMO: 7.935 eV
- Total charge: +2
- Max |F|: 0.0060 hartree/bohr